Record 1
C5H7N3O2 | ωB97M-V/def2-TZVPD

Results
HOMO energy = -9.49 eV
SMILES = N#Cc1ocnc1CN.O
Energy relative to the best compared isomer or geometry (same formula, charge and spin) = 3.806 eV
Orbital gap = 9.015 eV
Energy = -509.35967 a.u.

Each line ends with the Mulliken charge.
Geometry (Å):
N (2.417, 1.731, -0.367)  -0.487
C (1.912, 0.818, -0.912)  0.211
C (0.894, -0.125, -1.297)  0.136
O (1.316, -1.423, -1.446)  -0.316
C (0.438, -2.157, -0.760)  0.137
N (-0.373, -1.405, -0.072)  -0.601
C (-0.391, -0.226, -0.809)  0.447
C (-1.422, 0.828, -0.574)  -0.451
N (-1.592, 1.181, 0.824)  -0.500
H (0.673, -3.205, -0.598)  0.392
H (-2.351, 0.482, -1.065)  0.288
H (-1.099, 1.722, -1.122)  0.269
H (-2.499, 1.612, 0.974)  0.230
H (-1.471, 0.414, 1.483)  0.237
O (1.181, -0.162, 2.205)  -0.671
H (0.647, -0.769, 1.660)  0.337
H (1.720, 0.686, 1.875)  0.344

---

Record 2
C5H7N3O2 | ωB97M-V/def2-TZVPD

Results
HOMO energy (spin up / spin down) = -8.34 / -8.34 eV
Energy relative to the best compared isomer or geometry (same formula, charge and spin) = 3.262 eV
Orbital gap (spin up / spin down) = 8.894 / 8.894 eV
Energy = -509.37963 a.u.

Each line ends with the Mulliken charge.
Geometry (Å):
C (0.107, -1.198, 0.494)  0.610
C (-2.338, 0.533, -0.329)  0.803
C (1.625, 1.480, -0.179)  0.510
C (-0.300, -2.351, 1.435)  -0.769
C (1.593, 2.550, -1.152)  -0.819
N (0.662, -0.240, 1.133)  -1.373
N (1.156, 0.674, 0.489)  0.935
N (-0.288, -1.091, -0.743)  -0.833
O (-1.833, 1.563, -0.258)  -0.416
O (-2.928, -0.446, -0.437)  -0.395
H (-1.392, -2.432, 1.106)  0.200
H (-0.153, -2.028, 2.575)  0.281
H (0.171, -3.368, 1.158)  0.238
H (1.676, 3.549, -0.746)  0.310
H (0.650, 2.336, -1.533)  0.244
H (2.340, 2.360, -1.919)  0.284
H (-0.749, -1.892, -1.098)  0.187

---

Record 3
C5H7N3O2S | ωB97M-V/def2-TZVPD

Results
HOMO energy = -8.96 eV
Energy relative to the best compared isomer or geometry (same formula, charge and spin) = 4.104 eV
Orbital gap = 8.463 eV
Energy = -907.55132 a.u.

Each line ends with the Mulliken charge.
Geometry (Å):
C (1.290, -1.759, -0.134)  0.780
C (0.194, 0.346, -0.356)  1.193
C (-1.183, -0.291, -0.265)  0.240
C (0.275, 1.583, 0.591)  -1.335
C (1.629, -2.957, -0.041)  -1.128
N (1.295, -0.517, -0.010)  -0.590
N (0.416, 0.869, -1.721)  -0.166
N (-2.137, 0.634, -0.726)  -0.421
O (-1.382, -1.339, 0.241)  -0.505
O (2.761, -0.108, -2.561)  -0.440
S (1.530, 0.703, -2.743)  0.332
H (-0.328, 1.358, 1.436)  0.358
H (-0.427, 2.363, 0.036)  0.225
H (1.227, 1.969, 0.772)  0.466
H (2.187, -3.686, -0.656)  0.270
H (1.572, -3.591, 0.823)  0.250
H (-1.925, 1.616, -1.090)  0.230
H (-2.940, 0.169, -1.111)  0.242

---

Record 4
C5H7N3S2 | ωB97M-V/def2-TZVPD

Results
HOMO energy = -8.39 eV
SMILES = [H]/N=C(\SC)c1ncc(N)s1
Energy relative to the best compared isomer or geometry (same formula, charge and spin) = 0.402 eV
Orbital gap = 8.931 eV
Energy = -1155.29897 a.u.

Each line ends with the Mulliken charge.
Geometry (Å):
H (-2.632, 2.591, -1.307)  0.228
N (-2.205, 1.757, -0.809)  -0.599
C (-0.961, 1.631, -0.646)  0.390
S (0.259, 2.764, -1.291)  -0.124
C (1.907, 2.191, -0.929)  -0.518
C (-0.464, 0.149, -0.006)  0.481
N (0.625, -0.442, -0.201)  -0.512
C (0.628, -1.676, 0.434)  -0.817
C (-0.574, -1.959, 0.988)  0.561
N (-0.863, -3.117, 1.730)  -0.549
S (-1.740, -0.738, 0.778)  -0.207
H (1.665, 1.153, -0.427)  0.209
H (2.472, 2.940, -0.252)  0.248
H (2.562, 2.110, -1.827)  0.279
H (1.634, -1.981, 0.371)  0.447
H (-1.873, -3.332, 1.816)  0.233
H (-0.441, -4.042, 1.579)  0.250

---

Record 5
C5H7N4 | ωB97M-V/def2-TZVPD

Results
Charge = +1
HOMO energy = -12.66 eV
Energy relative to the best compared isomer or geometry (same formula, charge and spin) = 4.785 eV
Orbital gap = 6.946 eV
Energy = -413.28955 a.u.

Each line ends with the Mulliken charge.
Geometry (Å):
C (-0.466, 0.221, 0.766)  0.034
C (-1.692, -0.379, 0.148)  0.327
C (1.369, -0.879, -0.711)  -0.282
C (2.910, 0.525, -0.071)  -0.120
C (-2.349, -0.274, -1.201)  -0.919
N (2.673, -0.496, -0.879)  -0.339
N (0.842, -0.022, 0.262)  0.359
N (-1.435, -0.859, 1.344)  -0.270
N (1.849, 0.840, 0.749)  -0.348
H (-0.447, 1.100, 1.420)  0.432
H (3.799, 1.022, -0.014)  0.468
H (-2.566, 0.732, -1.515)  0.372
H (-1.617, -0.526, -1.848)  0.360
H (-3.254, -0.879, -1.299)  0.326
H (-1.262, -1.831, 1.592)  0.338
H (1.645, 1.702, 1.258)  0.263

---

Record 6
C5H7N4O | ωB97M-V/def2-TZVPD

Results
Charge = +1
HOMO energy (spin up / spin down) = -12.61 / -12.61 eV
Energy relative to the best compared isomer or geometry (same formula, charge and spin) = 4.302 eV
Orbital gap (spin up / spin down) = 7.640 / 7.639 eV
Energy = -488.59372 a.u.

Each line ends with the Mulliken charge.
Geometry (Å):
C (3.392, -0.299, -0.027)  -0.599
C (2.293, -1.182, 0.181)  0.019
C (2.864, 0.949, -0.065)  -0.286
C (0.685, 1.815, -0.027)  0.728
C (-1.794, 0.385, 0.223)  0.018
N (1.194, -0.539, 0.201)  -0.674
N (1.467, 0.790, 0.060)  0.447
N (-1.985, -0.653, -0.592)  -0.303
N (-2.895, 1.119, 0.433)  -0.312
O (0.389, 2.890, -0.313)  -0.168
H (4.378, -0.604, 0.076)  0.430
H (2.514, -2.265, 0.287)  0.396
H (3.462, 1.789, -0.118)  0.450
H (-1.363, -1.396, -0.813)  0.239
H (-2.933, -0.498, -1.131)  0.224
H (-2.940, 1.997, 0.857)  0.197
H (-3.855, 0.861, 0.298)  0.195

---

Record 7
C5H7N4O | ωB97M-V/def2-TZVPD

Results
Charge = +1
HOMO energy = -12.33 eV
SMILES = O=c1[nH][nH]c2c1C[NH+]=CN2
Energy relative to the best compared isomer or geometry (same formula, charge and spin) = 1.379 eV
Orbital gap = 8.073 eV
Energy = -488.70113 a.u.

Each line ends with the Mulliken charge.
Geometry (Å):
O (1.377, -2.262, -1.628)  -0.571
C (1.345, -1.256, -0.971)  -0.067
N (2.387, -0.287, -0.728)  -0.145
N (1.988, 0.640, 0.163)  -0.173
C (0.634, 0.453, 0.399)  0.115
C (0.184, -0.635, -0.309)  0.402
C (-1.261, -1.056, -0.162)  -0.554
N (-2.145, 0.131, 0.101)  -0.018
C (-1.654, 1.170, 0.660)  -0.003
N (-0.382, 1.247, 1.026)  -0.058
H (3.350, -0.587, -0.753)  0.298
H (2.403, 1.623, 0.240)  0.303
H (-1.568, -1.633, -1.024)  0.426
H (-1.286, -1.683, 0.723)  0.256
H (-3.011, 0.256, -0.248)  0.207
H (-2.341, 1.890, 1.011)  0.396
H (-0.021, 1.988, 1.502)  0.186

---

Record 8
C5H7N4O2 | ωB97M-V/def2-TZVPD

Results
Charge = -1
HOMO energy (spin up / spin down) = -3.17 / -3.18 eV
Energy relative to the best compared isomer or geometry (same formula, charge and spin) = 5.073 eV
Orbital gap (spin up / spin down) = 6.891 / 6.893 eV
Energy = -564.05698 a.u.

Each line ends with the Mulliken charge.
Geometry (Å):
C (-1.627, -0.865, -0.069)  0.349
C (2.438, 0.343, 0.462)  -0.724
C (1.691, 0.887, -0.727)  -0.878
C (0.652, -1.402, -0.102)  -0.547
C (0.953, 0.071, 0.318)  0.981
N (-0.708, -1.539, -0.494)  -0.322
N (-2.826, -0.655, 0.209)  -0.454
N (0.021, 0.579, 1.201)  -1.014
N (-3.621, 0.361, -0.082)  1.072
O (-3.321, 1.138, -0.990)  -0.599
O (-4.679, 0.416, 0.540)  -0.636
H (3.137, -0.466, 0.297)  0.218
H (2.742, 1.043, 1.227)  0.344
H (1.502, 1.953, -0.755)  0.261
H (1.895, 0.461, -1.701)  0.209
H (1.292, -1.706, -0.937)  0.363
H (0.839, -2.069, 0.748)  0.199
H (-0.380, 1.449, 0.855)  0.180